Formula: C16H34FN2O11P
Source: OMol25
Level of theory: ωB97M-V/def2-TZVPD

XYZ file:
```
65
Properties=species:S:1:pos:R:3:lowdin_charge:R:1
C -1.87 -1.56 -0.82 -0.083
O -0.75 -2.19 -1.42 -0.137
C 0.37 -1.36 -1.67 -0.285
C 0.11 -0.48 -2.93 -0.117
O 0.67 0.81 -2.82 -0.133
C -0.24 1.83 -2.46 -0.330
C -1.05 2.36 -3.65 -0.152
O -2.22 3.00 -3.16 -0.076
C -3.34 2.18 -3.25 -0.278
O -4.38 2.87 -2.64 -0.071
C -5.60 2.16 -2.73 -0.207
C -6.52 2.58 -1.62 -0.244
O -6.66 3.99 -1.64 -0.046
P 0.80 3.10 -1.64 0.483
O 1.88 2.48 -0.84 -0.253
O -0.18 4.00 -0.78 -0.087
O 1.29 4.02 -2.83 -0.085
C 0.89 -0.54 -0.49 -0.042
C 1.39 -1.41 0.61 -0.450
O 2.53 -1.60 0.90 0.161
F 0.42 -2.01 1.32 0.104
H -2.77 -2.03 -1.21 0.095
H -1.85 -1.71 0.26 0.086
H -1.93 -0.49 -1.06 0.071
H 1.17 -2.06 -1.92 0.159
H -0.96 -0.47 -3.14 0.125
H 0.60 -0.96 -3.77 0.137
H -0.96 1.51 -1.69 0.124
H -1.30 1.56 -4.34 0.131
H -0.48 3.11 -4.20 0.125
H -3.16 1.22 -2.73 0.130
H -3.59 1.97 -4.31 0.146
H -6.07 2.34 -3.71 0.134
H -5.43 1.08 -2.64 0.125
H -7.49 2.09 -1.75 0.119
H -6.11 2.24 -0.66 0.122
H -7.05 4.28 -0.81 0.088
H -0.11 3.71 0.14 0.095
H 2.21 4.26 -2.69 0.105
H 1.75 0.03 -0.83 0.124
H 0.16 0.19 -0.11 0.127
C 6.14 2.50 1.81 -0.365
O 5.81 3.65 1.62 0.007
N 5.30 1.44 1.79 -0.193
C 5.76 0.09 2.03 -0.060
C 3.89 1.68 1.52 -0.036
H 7.18 2.21 2.02 0.129
H 5.55 -0.54 1.16 0.088
H 5.26 -0.34 2.90 0.089
H 6.83 0.09 2.21 0.079
H 3.75 2.15 0.55 0.066
H 3.47 2.34 2.28 0.096
H 3.36 0.73 1.54 0.065
C -1.13 -5.44 4.14 -0.360
O -1.79 -6.36 4.57 0.011
N 0.15 -5.19 4.48 -0.200
C 0.89 -4.07 3.93 -0.058
C 0.80 -6.08 5.42 -0.044
H -1.53 -4.71 3.42 0.131
H 1.77 -4.42 3.39 0.093
H 1.21 -3.40 4.74 0.091
H 0.26 -3.51 3.25 0.060
H 0.81 -7.10 5.04 0.092
H 0.26 -6.09 6.37 0.092
H 1.82 -5.75 5.59 0.084
```

Values from the calculation:
HOMO energy: -0.3300 hartree
Structure (SMILES): CO[C@@H](CO[C@H](COCOCCO)P(=O)(O)O)CC(=O)F.CN(C)C=O.CN(C)C=O
Orbital gap: 9.170 eV
E: -54653.027 eV